Molecular formula: C10H12
Method: DFT, ωB97M-V with the def2-TZVPD basis set

XYZ file:
```
22
Properties=species:S:1:pos:R:3:forces:R:3:mulliken_charge:R:1
C -0.835861 -0.923833 -1.661677 -1.7 1.2 -0.7 -1.360
C 0.317296 -0.344472 -1.060058 1.3 -0.7 0.5 0.680
C 1.454487 -0.124490 -0.650536 -0.5 0.3 -0.5 0.470
C -1.157567 -0.048353 -0.546537 -0.9 -0.4 0.4 0.414
C 3.671854 -0.569357 0.016961 0.8 -2.1 1.1 -0.655
C 2.792930 0.229120 -0.559776 1.6 1.1 -0.8 -0.637
C -1.727602 -1.417665 -0.506128 3.4 -0.4 0.3 0.088
C -1.142504 -2.504942 0.345507 2.0 1.1 3.8 -1.214
C -0.765221 2.492258 -0.432837 -0.8 0.4 4.9 -1.062
C -1.427925 1.248970 0.144330 -0.8 -0.2 2.6 -0.375
H 4.804818 -0.440261 0.057421 -1.9 -0.2 -0.1 0.266
H 3.148971 -1.490432 0.395298 1.4 0.7 0.2 0.202
H 3.235359 1.058122 -1.112893 -0.7 0.4 0.1 0.287
H -2.712139 -1.496118 -0.789385 -2.1 -0.2 -0.7 0.575
H -0.081273 -2.223888 0.740541 -1.5 0.0 -1.1 0.146
H -0.933347 -3.498393 0.004955 -0.7 -0.5 -0.9 0.367
H -1.604268 -2.567874 1.369384 -0.3 -0.2 -1.0 0.320
H -0.842284 3.319415 0.431960 0.3 -1.5 -2.4 0.275
H -1.265896 2.712649 -1.280251 -1.4 1.4 -2.8 0.343
H 0.229724 2.258352 -0.643765 1.7 0.0 -0.2 0.307
H -2.574904 1.279860 0.176426 1.5 0.3 -0.1 0.307
H -1.123144 1.217044 1.307722 -0.6 -0.5 -2.5 0.257
```
Forces are in eV/Å.

Computed properties:
orbital gap (alpha / beta) = 0.2548 / 0.2587 hartree
total charge = 0
energy above the lowest of the compared OMol25 structures with the same formula, charge and spin = 7.570 eV
lowest unoccupied orbital energy (alpha / beta) = -0.016 / -0.015 hartree

=====

Molecular formula: C10H12
Method: DFT, ωB97M-V with the def2-TZVPD basis set

XYZ file:
```
22
Properties=species:S:1:pos:R:3:forces:R:3:mulliken_charge:R:1
C 1.913167 1.464569 -0.336505 -0.3 1.4 0.4 0.078
C 1.130259 1.269867 0.758103 1.9 0.2 -2.9 -0.918
C 2.813974 -0.699131 -0.194216 0.7 -3.0 2.9 -0.033
C 1.887657 -0.994151 0.818853 1.7 0.9 -1.7 -0.811
C 2.300574 0.234939 -1.007190 0.3 2.7 -1.7 -0.768
C 0.763561 -0.108571 0.754134 -1.7 -1.3 0.4 0.655
C -0.324392 -0.491745 0.086712 -2.9 0.2 0.5 0.728
C -0.955230 -1.841887 -0.271054 0.0 1.4 2.0 -1.609
C -2.497768 1.044705 0.226087 -2.1 -3.3 -0.9 -1.079
C -1.236108 0.576582 -0.493382 -0.3 0.0 -0.6 -0.937
H 2.199096 2.458762 -0.765310 -0.1 -1.0 0.5 0.385
H 0.809247 1.951835 1.451141 -1.0 1.8 1.2 0.509
H 3.754631 -1.236936 -0.312239 -0.4 -0.1 -0.4 0.440
H 1.698757 -1.861841 1.346466 0.5 -2.1 0.8 0.499
H -0.702869 -2.637282 0.388489 0.1 -0.6 0.9 0.423
H -0.619993 -2.171785 -1.190542 0.5 -0.4 -2.3 0.353
H -2.051320 -1.685235 -0.288591 0.6 -0.4 0.0 0.365
H -2.961517 0.015753 0.585171 0.3 2.2 -0.4 0.197
H -3.267148 1.555360 -0.428012 1.0 -0.8 0.3 0.313
H -2.442911 1.666665 1.057810 0.8 0.9 1.6 0.344
H -0.609607 1.384547 -0.776726 0.3 1.0 -0.4 0.431
H -1.602070 0.104973 -1.409194 0.0 0.3 -0.2 0.435
```
Forces are in eV/Å.

Computed properties:
orbital gap (alpha / beta) = 0.2711 / 0.2754 hartree
total charge = 0
energy above the lowest of the compared OMol25 structures with the same formula, charge and spin = 6.089 eV
lowest unoccupied orbital energy (alpha / beta) = -0.030 / -0.010 hartree

=====

Molecular formula: C10H12BN5O9Sn
Method: DFT, ωB97M-V with the def2-TZVPD basis set

XYZ file:
```
38
Properties=species:S:1:pos:R:3:forces:R:3:mulliken_charge:R:1
Sn -0.786651 0.075990 -1.022558 -0.5 1.4 -0.5 1.165
O 0.661984 -3.022217 1.310832 0.0 0.0 -0.1 -0.657
C 0.112550 -1.945103 1.184305 -0.1 0.0 0.0 0.315
O -0.530523 -1.591205 0.096824 0.3 -0.8 0.2 -0.602
C 0.051585 -1.006793 2.370129 0.0 0.1 0.0 0.180
C 0.220306 -1.572249 3.606719 0.0 -0.1 -0.1 -0.432
C 0.138569 -0.805156 4.769166 0.2 -0.2 0.5 -0.326
C -0.138170 0.546065 4.708742 0.0 0.0 0.1 -0.232
C -0.324644 1.123953 3.481374 -0.1 0.5 0.0 -0.157
C -0.168542 0.421327 2.232545 0.1 -0.2 -0.3 0.555
O -0.160323 1.001720 1.118320 0.2 0.1 0.4 -0.901
N -0.675348 2.555619 3.491626 -0.1 -0.6 0.1 0.924
O -1.384759 2.980470 2.608048 0.0 0.1 -0.1 -0.550
O -0.284678 3.229416 4.438645 0.1 0.1 0.0 -0.639
N 0.325917 -1.433701 6.067833 -0.6 0.1 -0.4 1.031
O 0.520923 -2.638763 6.105107 0.2 0.0 0.0 -0.659
O 0.214230 -0.743094 7.071991 0.2 0.1 0.1 -0.676
H 0.419308 -2.632612 3.662620 0.0 0.0 0.0 0.570
H -0.221076 1.138642 5.606411 0.0 0.0 0.0 0.555
N -0.928191 3.077301 -3.457011 0.1 0.1 0.1 -0.504
N -1.774072 3.413212 -2.344425 -0.2 0.1 -0.2 -0.563
H -1.542014 2.870498 -4.233014 0.0 0.0 0.0 0.275
H -0.414579 2.218608 -3.271719 0.0 -0.1 0.0 0.260
H -2.262538 2.586838 -2.014099 0.1 -0.1 0.1 0.268
H -1.173533 3.720509 -1.592114 0.0 0.0 0.0 0.312
C -0.898011 -2.272519 -4.147075 0.1 -0.1 0.0 -0.692
C -2.095328 -1.378441 -3.856947 0.2 0.0 0.2 0.536
O -3.123609 -1.491974 -4.516685 0.0 0.1 0.0 -0.697
O -1.910777 -0.517466 -2.903628 -0.1 -0.4 -0.2 -0.491
H -1.151951 -3.026054 -4.890267 0.0 0.0 0.0 0.276
H -0.551754 -2.755170 -3.230313 0.0 0.0 0.0 0.192
H -0.069699 -1.660294 -4.512265 0.0 0.0 0.0 0.164
B 3.812293 -0.097570 -3.212548 -0.1 0.0 0.0 0.002
C 2.357294 -0.046024 -2.552525 0.4 0.0 -0.2 0.093
N 1.305842 -0.001177 -2.077709 -0.2 -0.3 0.2 -0.500
H 4.033103 -1.255353 -3.524300 0.0 0.1 0.0 -0.132
H 3.790887 0.630953 -4.191501 0.0 -0.1 0.1 -0.133
H 4.605981 0.301814 -2.380535 -0.1 0.0 0.0 -0.130
```
Forces are in eV/Å.

Computed properties:
orbital gap = 0.2696 hartree
total charge = -2
energy above the lowest of the compared OMol25 structures with the same formula, charge and spin = 0.014 eV
lowest unoccupied orbital energy = 0.152 hartree

=====

Molecular formula: C10H12BrCl
Method: DFT, ωB97M-V with the def2-TZVPD basis set

XYZ file:
```
24
Properties=species:S:1:pos:R:3:forces:R:3:mulliken_charge:R:1
C 1.365224 2.919341 0.221890 0.7 2.8 4.7 -1.234
C 1.391222 1.734259 1.112527 0.7 -1.5 0.6 -0.194
C 1.381683 0.515645 0.584480 1.1 -1.4 -0.6 0.660
C 1.411441 0.058039 -0.867072 0.3 -0.7 -0.2 -1.267
Cl 1.676398 -0.896631 1.578711 0.0 0.0 0.8 -0.228
H 2.339497 3.445723 0.088284 -0.7 -0.6 -0.1 0.274
H 0.663876 3.669850 0.693490 0.9 -0.3 0.0 0.312
H 0.839331 2.773953 -0.605689 -1.5 -1.1 -4.1 0.425
H 1.571070 1.713412 2.221445 -0.4 0.7 -1.2 0.300
H 2.310458 0.354723 -1.403381 0.5 0.2 0.4 0.368
H 1.377411 -1.080464 -1.075424 -0.6 2.0 0.8 0.313
H 0.669428 0.649251 -1.354991 -1.0 -0.2 -0.8 0.286
Br -2.271501 1.475720 0.325830 0.0 0.6 -0.5 -0.155
C -2.012791 -0.391052 0.206636 -1.0 1.4 -0.5 0.179
C -1.719748 -0.974071 1.395472 0.3 -0.7 0.2 -0.441
C -1.546023 -2.332870 1.353953 -0.1 -0.7 -0.6 -0.311
C -1.763072 -3.055080 0.186713 -0.4 -2.4 -0.8 -0.490
C -2.237291 -2.442463 -0.979414 0.8 -0.8 0.5 -0.260
C -2.307707 -1.104416 -0.962954 0.0 2.2 -0.4 -0.342
H -1.571951 -0.545805 2.387923 -0.1 0.7 -0.7 0.387
H -1.255300 -2.672033 2.316114 0.3 -1.4 0.3 0.425
H -1.656135 -4.162744 0.036387 0.1 1.1 1.0 0.294
H -2.461331 -2.878342 -1.958745 0.2 -0.6 0.8 0.345
H -2.549048 -0.690838 -1.938951 -0.1 0.9 0.6 0.353
```
Forces are in eV/Å.

Computed properties:
SMILES = C/C=C(\C)Cl.Brc1ccccc1
orbital gap = 0.3564 hartree
total charge = 0
lowest unoccupied orbital energy = 0.029 hartree